ORCA calculation (ωB97M-V/def2-TZVPD) on a structure of composition C3H9NO3 at a distorted geometry.

The calculation puts the orbital gap (alpha / beta) at 11.124 / 6.077 eV. The value obtained for the highest occupied orbital energy (alpha / beta) is -15.467 / -15.430 eV. Its multiplicity is 2. As for the energy above the lowest of the compared OMol25 structures with the same formula, charge and spin: 2.0540 eV. As for the total charge: +1. The value obtained for the strongest force on any atom is 0.1339 Eh/bohr.

Structure (XYZ):
```
16
Properties=species:S:1:pos:R:3:lowdin_charge:R:1
H -0.9032 -0.5422 1.5722 0.1234
O -1.7726 -0.8725 0.7814 -0.0228
O 0.3104 -0.7030 1.9803 0.0677
H -1.1241 -0.4097 -0.0700 -0.0154
H -1.4563 -1.7922 0.8511 0.1019
C 1.2580 -0.0634 1.2972 -0.4087
O 2.2745 0.3623 1.7474 0.4304
C 1.1634 -0.2275 -0.2359 -0.0431
H 1.8646 0.3460 -0.8350 0.1489
N -0.1748 -0.1205 -0.7612 -0.0892
H -0.2419 -0.6580 -1.6277 0.1806
H 1.5760 -1.2438 -0.3801 0.1745
C -0.6373 1.2740 -1.0361 0.0145
H -1.6650 1.0535 -1.3359 0.1216
H -0.4680 1.8828 -0.1492 0.1133
H -0.0036 1.7144 -1.7984 0.1023
```